1.
C24H36AlBCl4CsF5N5O21S | ωB97M-V with the def2-TZVPD basis set

Last column: Löwdin charge in e.
CARTESIAN COORDINATES (ANGSTROEM)
C -2.8839 -2.8318 -1.4558  -0.145
C -1.3887 -3.1160 -1.4153  -0.251
O -0.6383 -1.9091 -1.1221  -0.050
C 0.6453 -2.2283 -0.7086  -0.262
C 1.7527 -1.6993 -1.5805  -0.209
C 1.7177 -0.1566 -1.8425  -0.253
C 2.3741 0.8146 -1.0673  -0.080
C 2.3112 2.1478 -1.3870  -0.048
C 1.6274 2.5862 -2.4595  -0.062
C 0.9826 1.6798 -3.2133  -0.061
C 1.0125 0.3331 -2.9385  -0.043
N 3.0950 -2.0776 -1.0874  -0.107
C 3.1826 -2.3633 0.3396  -0.194
C 4.5536 -2.0249 0.9371  -0.388
O 5.4837 -1.5656 0.3607  0.196
N 4.6247 -2.2721 2.3524  0.165
C 4.9695 -3.6327 2.5566  -0.544
O 5.5370 -4.3124 1.7943  0.225
F 4.5273 -4.0818 3.6998  0.178
C 2.1518 -1.6502 1.2217  -0.019
N 0.7453 -1.8835 0.7401  0.156
B -0.1905 -0.7090 1.1764  -0.749
O -0.3214 0.4339 0.4953  0.246
O -0.8530 -0.9260 2.3000  0.244
H -3.3596 -3.7566 -1.1525  0.113
H -3.1581 -2.0816 -0.7009  0.100
H -3.3512 -2.5464 -2.4309  -0.109
H -1.2848 -3.8460 -0.6201  0.133
H -0.9572 -3.5129 -2.3577  0.038
H 0.7007 -3.3155 -0.7496  0.167
H 1.6122 -2.1889 -2.5684  0.156
H 2.9665 0.5498 -0.2067  0.111
H 2.8135 2.8851 -0.7870  0.131
H 1.6057 3.6260 -2.7154  0.127
H 0.4514 2.0556 -4.0695  0.120
H 0.4835 -0.3036 -3.6277  0.115
H 3.7776 -1.4025 -1.3711  -0.215
H 3.0416 -3.4339 0.4878  0.167
H 5.3800 -1.6694 2.6772  0.174
H 2.2202 -2.0919 2.2034  0.142
H 2.3328 -0.5973 1.3755  0.136
H 0.4197 -2.7098 1.2368  0.196
H -1.2741 0.6150 0.4956  0.160
H -1.3210 -1.7449 2.0714  0.079
F -4.9050 -2.1465 -0.1569  -0.340
Cs 4.5466 -0.8758 -3.0519  1.396
O 8.1410 1.9072 -4.3968  -0.437
Cl 9.5357 2.2289 -4.6862  0.622
O 9.5871 3.5234 -5.3300  -0.391
O 10.0578 1.2216 -5.5956  -0.412
O 10.2847 2.2397 -3.4676  -0.354
Al -2.5851 -3.1193 -4.0454  1.075
O -4.8054 -1.0212 -2.5896  0.026
C -5.7916 -0.3637 -2.4065  -0.512
O -5.7494 0.9570 -2.6541  0.003
C -6.9037 1.7928 -2.5782  -0.237
C -7.1567 2.1904 -1.1427  -0.095
C -7.0114 -0.9866 -1.7903  0.015
H -7.7736 1.3200 -3.0367  0.113
H -6.6723 2.6672 -3.1854  0.118
H -7.3633 1.3196 -0.5248  0.029
H -7.9997 2.8782 -1.0629  0.081
H -6.2726 2.6745 -0.7286  0.080
H -6.8519 -1.0445 -0.7121  0.083
H -7.1118 -1.9964 -2.1753  0.095
H -7.9401 -0.4590 -2.0060  0.073
N -6.5527 -4.2081 1.8839  -0.554
O -5.6269 -5.0671 2.0630  0.080
O -7.0338 -4.0477 0.7705  0.045
O -6.9494 -3.5771 2.8607  0.042
C -6.5714 1.4206 3.0537  -1.524
Cl -7.0392 0.2637 4.2970  0.541
Cl -5.6839 0.6306 1.7629  0.650
Cl -7.9986 2.2645 2.4225  0.506
H -5.9246 2.1587 3.5068  0.007
C -0.8000 5.1067 3.0904  -0.010
C -1.4675 3.7790 2.8114  -0.552
O -2.5907 3.7034 2.3512  0.038
N -0.7565 2.6508 3.0953  0.013
C 0.5829 2.5500 3.6372  -0.070
H -1.4834 5.9028 2.8150  0.081
H -0.5609 5.2005 4.1502  0.084
H 0.1128 5.2087 2.5022  0.083
H -1.2565 1.7992 2.8908  0.124
H 1.2234 2.0046 2.9373  0.072
H 0.5595 2.0012 4.5804  0.087
H 1.0119 3.5298 3.8123  0.074
C -3.9159 -2.7341 1.5402  -0.867
O -4.5250 -1.7062 1.8048  -0.030
O -4.5093 -3.8509 1.3304  0.103
O -2.6553 -2.8041 1.4162  -0.051
C 8.6454 2.5193 1.3311  -0.650
F 8.0911 3.7321 1.5107  0.090
F 9.3296 2.2445 2.4570  0.089
F 7.6090 1.6333 1.2950  0.052
S 9.7005 2.4363 -0.1943  0.411
O 10.7103 3.4333 0.0676  -0.324
O 8.7725 2.7588 -1.2379  -0.323
O 10.1756 1.0700 -0.1783  -0.336

The value obtained for the energy is -158233.186 eV. For the HOMO energy, the calculation gives -5.2 eV. Its gap between HOMO and LUMO is 0.128 Eh. As for the net charge: -1. Its lowest unoccupied orbital energy is -0.0617 Ha.

=====

2.
C24H36AuN4O2S | ωB97M-V with the def2-TZVPD basis set

Last column: natural (NBO) charge in e.
CARTESIAN COORDINATES (ANGSTROEM)
Au -1.2850 1.7081 0.0450  0.593
C 4.3398 1.1593 1.1804  -0.412
N 3.2852 1.9686 0.6045  -0.438
C 3.4021 2.2504 -0.8140  -0.411
C 2.1950 2.4181 1.2846  0.803
O 1.2442 2.9440 0.7130  -0.704
N 2.1897 2.1639 2.6635  -0.487
C 0.8691 2.1982 3.2660  -0.405
C 3.1907 2.8569 3.4673  -0.409
H 4.6417 0.4068 0.4498  0.205
H 3.9812 0.6535 2.0732  0.222
H 5.2229 1.7513 1.4355  0.197
H 4.3358 2.7750 -1.0280  0.199
H 2.5632 2.8617 -1.1274  0.246
H 3.3949 1.3153 -1.3812  0.189
H 0.1658 1.6311 2.6592  0.217
H 0.4872 3.2210 3.3820  0.177
H 0.9277 1.7426 4.2545  0.206
H 4.1199 2.9719 2.9173  0.211
H 3.3961 2.2937 4.3784  0.205
H 2.8414 3.8565 3.7510  0.190
C -6.8420 -0.1759 0.7830  -0.630
C -6.6595 1.1355 0.0382  -0.604
S -5.0437 1.3821 -0.7240  1.248
O -4.0350 1.2039 0.3767  -1.036
C -4.9320 -0.1137 -1.7662  -0.606
C -4.3054 -1.3127 -1.0669  -0.632
H -7.7076 -0.1108 1.4413  0.230
H -5.9674 -0.3932 1.3961  0.232
H -7.0099 -1.0061 0.0983  0.209
H -6.7429 1.9888 0.7139  0.235
H -7.3887 1.2767 -0.7630  0.230
H -4.3207 0.2039 -2.6111  0.230
H -5.9368 -0.3084 -2.1441  0.230
H -3.5691 -0.9768 -0.3359  0.244
H -3.8018 -1.9410 -1.8012  0.215
H -5.0443 -1.9218 -0.5520  0.217
N -3.1310 4.0581 0.5888  -0.657
N -1.7492 3.7292 0.3863  -0.691
H -3.2047 4.9160 1.1235  0.350
H -3.5689 3.2885 1.0811  0.385
H -1.1444 3.9833 1.1667  0.393
H -1.4244 4.2513 -0.4213  0.397
C -0.3788 0.0137 -0.2725  -0.139
C 0.3638 -0.9214 -0.5757  -0.175
C 1.2106 -1.9329 -0.9343  0.131
C 1.2571 -2.3378 -2.3366  -0.055
C 0.0900 -2.2595 -3.1070  -0.167
C 0.1151 -2.6195 -4.4405  -0.199
C 1.3091 -3.0224 -5.0265  -0.150
C 2.4800 -3.0660 -4.2812  -0.213
C 2.4570 -2.7355 -2.9383  -0.177
C 2.0523 -2.5544 0.0786  -0.065
C 2.3455 -1.8454 1.2538  -0.156
C 3.1438 -2.4139 2.2256  -0.209
C 3.6414 -3.7004 2.0479  -0.142
C 3.3321 -4.4253 0.9044  -0.219
C 2.5430 -3.8580 -0.0793  -0.155
H -0.8300 -1.9349 -2.6392  0.231
H -0.7919 -2.5800 -5.0278  0.228
H 1.3285 -3.2960 -6.0731  0.230
H 3.4119 -3.3520 -4.7489  0.232
H 3.3745 -2.7398 -2.3662  0.229
H 1.9576 -0.8420 1.3786  0.233
H 3.3772 -1.8606 3.1252  0.227
H 4.2671 -4.1444 2.8111  0.230
H 3.6968 -5.4362 0.7863  0.233
H 2.2671 -4.4397 -0.9472  0.231

The value obtained for the energy is -50046.615 eV. For the HOMO energy, the calculation gives -11.0 eV. Its energy above the lowest of the compared OMol25 structures with the same formula, charge and spin is 0.00 kcal/mol. Its gap between HOMO and LUMO is 0.236 Eh. As for the net charge: +1. Its lowest unoccupied orbital energy is -0.1687 Ha.

=====

3.
C24H36BeF6O12 | ωB97M-V with the def2-TZVPD basis set

Last column: Löwdin charge in e.
CARTESIAN COORDINATES (ANGSTROEM)
Be 1.0427 0.3960 -0.0067  0.991
C 1.9136 3.2896 -1.3103  -0.422
O 0.6049 2.8004 -1.6598  -0.113
O 2.4631 2.2900 -0.5460  -0.164
C 2.7160 3.7875 -2.5258  -0.521
F 2.2586 5.0077 -2.9778  0.083
F 3.9927 4.0860 -2.2715  0.140
F 2.7492 2.9819 -3.6092  0.141
C -0.2866 3.7066 -2.2756  -0.267
C -1.6561 3.0657 -2.4703  -0.066
H -2.1743 3.0743 -1.5110  0.064
H -2.2498 3.6244 -3.1961  0.077
H -1.6726 2.0305 -2.7987  0.046
H 0.0071 4.1017 -3.2516  0.112
H -0.4720 4.5919 -1.6578  0.121
H 1.6561 4.1361 -0.6615  0.151
C 1.0617 -2.1321 1.8588  -0.404
O 2.2108 -1.5115 1.2368  -0.171
O -0.0032 -1.5907 1.1777  -0.181
C 1.4010 -3.7114 1.9479  -0.540
F 1.7729 -4.1903 0.7607  0.136
F 2.4443 -3.9235 2.7718  0.127
F 0.3818 -4.4363 2.4285  0.138
C 3.3516 -1.1803 2.0464  -0.239
C 4.2088 -0.3242 1.0988  -0.052
H 3.6013 0.5696 0.9351  0.046
H 5.1879 -0.1022 1.5204  0.078
H 4.3186 -0.7740 0.1135  0.070
H 3.9373 -2.0362 2.3870  0.110
H 3.0450 -0.6111 2.9268  0.107
H 1.1131 -1.7473 2.8845  0.128
O -0.5143 -0.1913 -1.9790  0.106
C -1.4491 -0.8373 -2.3818  -0.425
O -1.2654 -2.0251 -2.9835  0.037
C -2.5187 -2.5877 -3.3892  -0.155
C -3.4888 -1.4485 -3.4106  -0.158
C -2.9481 -0.5225 -2.3434  -0.060
H -2.8150 -3.3189 -2.6350  0.133
H -2.4581 -3.0725 -4.3619  0.130
H -4.5070 -1.7743 -3.1999  0.121
H -3.5008 -0.9217 -4.3657  0.124
H -3.3879 -0.6690 -1.3566  0.120
H -3.1092 0.5381 -2.5253  0.113
O 2.3066 -1.1442 -1.4458  0.099
C 2.2927 -2.0237 -2.2564  -0.423
O 2.4927 -1.8168 -3.5909  0.054
C 2.3838 -3.0311 -4.3044  -0.168
C 1.6163 -3.9757 -3.3960  -0.168
C 1.8681 -3.4782 -2.0028  -0.060
H 3.3488 -3.5015 -4.5000  0.126
H 1.7754 -2.9550 -5.2034  0.127
H 1.9492 -4.9995 -3.5640  0.117
H 0.5586 -3.9084 -3.6549  0.101
H 2.7140 -4.0197 -1.5812  0.133
H 1.0357 -3.2558 -1.3366  0.123
O -1.3174 1.1864 0.4151  0.100
C -2.3473 0.9186 0.9779  -0.455
O -3.5255 1.1057 0.4001  0.025
C -4.6449 0.7998 1.2274  -0.149
C -4.0737 0.5422 2.6115  -0.127
C -2.5260 0.3389 2.3954  -0.016
H -5.1325 -0.1398 0.9531  0.122
H -5.3996 1.5674 1.0708  0.129
H -4.5129 -0.2822 3.1679  0.112
H -4.1878 1.4513 3.2049  0.108
H -2.2318 -0.7074 2.3049  0.124
H -1.9467 0.8844 3.1347  0.099
O 1.2542 1.4479 2.3816  0.121
C 0.7393 1.5072 3.4630  -0.474
O 0.6288 0.4725 4.3212  0.036
C -0.1573 0.8134 5.4522  -0.153
C -0.4598 2.3269 5.3885  -0.147
C 0.2006 2.7380 4.0976  -0.073
H 0.2750 0.5276 6.4094  0.127
H -1.0983 0.2721 5.3351  0.115
H 0.0713 2.8171 6.2038  0.109
H -1.5268 2.4289 5.5778  0.113
H 1.0712 3.3063 4.4271  0.140
H -0.4572 3.3484 3.4824  0.136

The value obtained for the energy is -66745.381 eV. For the HOMO energy, the calculation gives -8.1 eV. Its energy above the lowest of the compared OMol25 structures with the same formula, charge and spin is 18.34 kcal/mol. Its gap between HOMO and LUMO is 0.305 Eh. Its lowest unoccupied orbital energy is 0.0069 Ha.